Entry 1:
60
Properties=species:S:1:pos:R:3:mulliken_charge:R:1 method="wB97M-V/def2-TZVPD" lumo_energy_ev=-4.192 e_homo_ev=-10.47 charge=+1
Rh 0.34321 1.47879 0.95664 0.326
As 0.32278 -0.57083 -0.25877 1.537
O -3.55389 2.17237 0.11027 -0.709
O 1.53973 -0.74564 4.11816 -0.694
N -1.60590 1.42592 1.10943 -0.098
N 2.42441 1.31077 1.34752 0.170
N 0.23993 0.44006 2.61545 -0.083
N -0.13009 2.74377 -0.68200 0.179
C 3.88342 0.13012 2.81852 -0.619
C -0.24920 -2.04457 0.83391 -1.413
C 0.13378 4.26437 -2.49892 -0.897
C -2.05198 3.70076 -1.72100 -0.667
C 4.78540 1.45435 1.04805 -0.869
C -1.44637 -4.11723 -3.04877 -0.754
C -1.23830 4.40987 -2.59757 -0.387
C 4.98989 0.60967 2.12369 -0.422
C -3.42024 0.27110 2.38110 -0.726
C 1.38984 -0.01242 3.16231 0.216
C 0.14261 -2.98123 -4.44589 -0.691
C -0.58572 -4.12262 -4.13708 -0.467
C -1.46324 2.88610 -0.78158 0.396
C -1.07947 0.06494 2.97940 0.008
C 2.62682 0.50473 2.40402 0.518
C -1.57509 -2.97617 -2.26979 -0.223
C 3.48582 1.78090 0.69272 0.118
C -0.84482 -1.82963 -2.56927 0.098
C -1.41339 -0.77814 4.03768 -0.619
C -2.74685 -1.07939 4.26038 -0.671
C -3.73850 -0.56394 3.43953 -0.649
C -2.34600 2.11152 0.20866 0.342
C 0.64773 3.41954 -1.52861 0.051
C 1.98192 -1.24042 -0.95926 -1.331
C 0.01301 -1.84254 -3.66621 -0.255
C -0.97307 -0.60588 -1.71183 -1.139
C -2.08269 0.59522 2.15576 0.363
H -2.26049 -2.97254 -1.42945 0.468
H 0.80708 4.79373 -3.15795 0.458
H 0.80726 -2.97685 -5.29972 0.410
H 1.77463 -2.14181 -1.53202 0.434
H -4.18506 0.68247 1.74199 0.518
H -3.01630 -1.72149 5.08845 0.417
H -1.25593 -1.86902 1.20797 0.280
H 0.42681 -2.16149 1.67927 0.447
H -0.49107 -5.00902 -4.74951 0.404
H -2.02610 -4.99904 -2.81029 0.402
H -1.94211 -0.55831 -1.21134 0.530
H -1.67048 5.06443 -3.34261 0.451
H 2.62782 -1.47531 -0.11353 0.409
H 2.47146 -0.50128 -1.59025 0.409
H 3.96472 -0.52198 3.67734 0.529
H -0.63654 -1.17543 4.67083 0.509
H -0.84612 0.31309 -2.28559 0.655
H 5.99170 0.33091 2.42231 0.459
H 1.71410 3.27238 -1.42824 0.275
H 0.57688 -0.95030 -3.91756 0.385
H -3.13126 3.76323 -1.73893 0.534
H -0.23104 -2.94290 0.21825 0.546
H 3.28671 2.44076 -0.14014 0.246
H 5.61232 1.86283 0.48452 0.466
H -4.77452 -0.81125 3.62958 0.420

Entry 2:
72
Properties=species:S:1:pos:R:3:mulliken_charge:R:1 method="wB97M-V/def2-TZVPD" lumo_energy_ev=-0.345 relative_energy_ev=0.5707 e_homo_ev=-9.68 smiles="C/C(Br)=C(/Br)[Si@@](N=C=S)(C(F)(F)C(F)(F)C(F)(F)F)P(=O)(O)O.c1ccncc1.c1ccncc1.c1ccncc1.c1ccncc1" charge=0
Br -4.31050 -2.60043 -2.59374 -0.139
Br -1.89665 -0.49557 -1.81274 -0.134
S -2.68881 0.71974 4.43196 -0.285
P -0.47120 0.26965 1.33834 0.897
Si -1.96612 -1.43001 1.24405 -0.164
F -0.50174 -3.74961 -1.00862 -0.198
F -0.72965 -2.61033 3.25547 -0.174
F -2.16667 -3.94237 2.34481 -0.284
F 0.57996 -4.50656 2.20414 -0.312
F 0.77913 -5.25275 -0.18586 -0.267
F -1.32689 -5.35900 0.21890 -0.215
F 0.89523 -2.73380 1.01215 -0.273
O 0.63633 0.22128 0.14292 -0.385
O -1.20738 1.53150 1.23107 -0.644
O 0.38459 0.22060 2.71621 -0.477
N -3.30394 -0.96722 2.31202 -0.446
N -0.97180 -3.70744 8.89797 -0.562
N 7.17072 6.94204 -2.70492 -0.538
N -5.37263 -0.81952 -4.98771 -0.275
N 2.90303 3.71642 0.33491 -0.511
C -0.31976 -4.51975 0.06082 0.587
C 7.07570 7.43914 -3.93725 -0.310
C -2.67751 -1.64613 -0.45966 0.048
C -5.13573 0.92341 -7.14750 -0.184
C -0.63693 -2.88342 6.67050 -0.220
C -1.21812 -3.02654 2.04319 0.724
C -6.18869 -0.89930 -6.03927 -0.265
C -1.18968 -4.91473 8.37810 -0.211
C 5.12650 5.75043 -3.10204 -0.047
C -1.14721 -5.18775 7.01935 -0.567
C -2.99193 -0.31161 3.29493 0.406
C -6.11222 -0.05927 -7.13886 -0.441
C 5.17284 2.11329 0.11530 -0.588
C -0.01688 -3.67673 1.32643 0.704
C 6.03915 7.14338 -4.80962 -0.261
C -3.66404 -2.48938 -0.79772 0.662
C -4.43941 0.13088 -5.01518 0.193
C -4.32257 -3.37914 0.23492 -1.166
C 2.81319 2.38509 0.30210 -0.499
C -4.27982 1.02408 -6.06329 -0.639
C 6.20406 6.11437 -2.30975 -0.132
C -0.86493 -4.14660 6.15023 0.113
C 5.28425 3.49322 0.14644 -0.194
C 5.04518 6.27942 -4.37962 -0.550
C 4.12380 4.24480 0.25862 -0.430
C 3.91204 1.54449 0.19561 -0.211
C -0.70056 -2.71930 8.04597 -0.400
H 7.87651 8.10802 -4.23319 0.354
H -4.54088 -2.85957 1.16563 0.337
H -1.33110 -6.18880 6.65360 0.364
H 4.37256 5.07157 -2.72604 0.401
H -0.41477 -2.04335 6.02576 0.389
H -5.21643 -3.82183 -0.20516 0.474
H 6.30669 5.72818 -1.30322 0.316
H -5.04347 1.60089 -7.98690 0.373
H 1.81303 1.98254 0.36383 0.806
H 3.78065 0.47048 0.17489 0.393
H 6.01299 7.57879 -5.79916 0.365
H -6.80032 -0.17246 -7.96524 0.359
H 1.25307 -0.15713 2.51278 0.298
H 0.56416 -0.56800 -0.40990 0.280
H -3.79092 0.17025 -4.14726 0.143
H -0.52644 -1.74887 8.49772 0.356
H -1.41000 -5.69811 9.09519 0.350
H 4.16532 5.32898 0.28943 0.453
H -3.50492 1.77748 -6.02943 0.352
H -0.82362 -4.31644 5.08254 0.338
H -3.65178 -4.22481 0.41421 0.214
H 6.05490 1.49107 0.02911 0.388
H 4.21918 6.02215 -5.03053 0.370
H -6.93986 -1.67997 -5.98854 0.366
H 6.24973 3.97599 0.08578 0.423

Entry 3:
66
Properties=species:S:1:pos:R:3:mulliken_charge:R:1 method="wB97M-V/def2-TZVPD" lumo_energy_ev=1.936 relative_energy_ev=0.0000 e_homo_ev=-4.47 charge=-1
K -7.09825 -16.30655 -11.01666 0.953
Cl -8.52085 -16.82505 -18.66971 -0.147
Cl -6.47477 -15.95651 -20.77368 -0.179
S -9.03036 -18.79190 -10.15911 -0.487
S -7.65701 -12.91053 -12.46557 -0.363
F -6.38655 -25.13086 -15.25885 -0.258
F -7.61407 -24.34517 -16.94584 -0.294
F -8.54695 -24.77060 -14.98423 -0.263
N -8.94515 -11.90642 -10.27958 0.134
N -5.67728 -14.59371 -9.19019 0.028
N -9.08480 -19.54428 -7.59575 -0.413
N -6.89256 -16.94551 -8.52650 0.224
N -9.85370 -13.71725 -11.14238 -0.102
N -7.60279 -17.85365 -7.86612 -0.403
C -10.73389 -13.43470 -10.05183 -0.509
C -6.13704 -17.79810 -5.53724 -0.043
C -5.06664 -13.46370 -9.54039 -0.301
C -6.81675 -16.27592 -18.99401 -0.211
C -6.14599 -16.25229 -7.60131 0.007
C -6.36136 -17.79254 -13.20371 -0.517
C -6.90952 -15.65483 -3.95620 -0.778
C -8.87788 -12.80836 -11.29448 0.040
C -6.65266 -20.19188 -14.31091 0.692
C -5.39344 -15.15855 -8.03561 0.230
C -7.93240 -10.89320 -10.06316 -1.012
C -6.27113 -16.54169 -6.12696 0.113
C -6.47880 -18.84534 -13.88169 -0.940
C -8.52906 -18.65179 -8.49566 0.023
C -7.10575 -21.79961 -16.10083 -0.468
C -6.45319 -21.29103 -13.42721 -0.517
C -3.74500 -13.45296 -7.54475 -0.417
C -7.00532 -20.47693 -15.66116 -0.772
C -6.65045 -15.50418 -5.30923 -0.023
C -10.08570 -12.17025 -9.41554 -0.540
C -6.20459 -17.95369 -4.16216 -0.802
C -7.39296 -24.25591 -15.57685 0.789
C -6.72516 -22.58665 -13.79769 -0.550
C -6.62449 -16.88006 -3.33624 -0.256
C -7.01598 -22.85550 -15.16453 0.321
C -4.36663 -14.64019 -7.18084 -0.726
C -4.10726 -12.88162 -8.76509 -0.693
H -7.29398 -22.13244 -17.11431 0.432
H -6.62862 -15.37717 -18.44881 0.280
H -7.44713 -10.74643 -11.03348 0.333
H -9.56026 -20.43142 -7.93514 0.229
H -9.78354 -12.47635 -8.38648 0.241
H -8.39133 -10.00152 -9.72386 0.346
H -7.18763 -14.83386 -3.26697 0.321
H -3.60150 -11.99818 -9.13445 0.385
H -6.09851 -17.01745 -18.69405 0.249
H -5.90397 -18.60904 -6.23568 0.464
H -10.10066 -14.44751 -11.83859 0.252
H -7.35145 -19.67694 -16.27313 0.537
H -6.74040 -17.04445 -2.24049 0.324
H -11.75940 -13.12777 -10.48529 0.270
H -7.22840 -11.21691 -9.32699 0.310
H -3.02414 -12.92770 -6.93936 0.428
H -8.73808 -19.60253 -6.60372 0.219
H -5.45934 -12.98880 -10.47115 0.356
H -6.15265 -21.04180 -12.37827 0.355
H -5.64347 -18.77384 -3.69378 0.305
H -10.69572 -11.29761 -9.27684 0.335
H -10.75714 -14.25955 -9.36828 0.318
H -4.04798 -15.16641 -6.24299 0.352
H -6.58558 -14.52106 -5.73672 0.441
H -6.73989 -23.42978 -13.11453 0.348